No. 1
Formula: C4Cl2
Source: OMol25
Level of theory: wB97M-V/def2-TZVPD

Results
E_LUMO (alpha / beta): -1.2 / -1.2 eV
Relative energy (zero: lowest compared OMol25 entry of this formula, charge and spin): 3.411 eV
E_HOMO (alpha / beta): -8.9157 / -8.9155 eV
E_tot: -1072.524523 Ha
Charge: 0
Kohn-Sham gap (alpha / beta): 7.69 / 7.69 eV

Each line ends with the natural charge from an NBO analysis.
Geometry (Å):
1 C 0.47579 -0.69259 -0.35590  -0.13
2 C -1.65449 0.62022 0.58914  -0.21
3 C -0.70971 -0.00200 -0.07918  0.04
4 C 1.51705 -0.15236 0.08577  0.04
5 Cl -2.70571 0.46109 -0.73220  0.05
6 Cl 3.07708 -0.23436 0.49237  0.21

Atoms 1-3, force components in eV/Å:
C -0.9 3.0 0.7
C 3.5 -1.2 -0.4
C -0.3 0.2 3.0

***

No. 2
Formula: C4H10
Source: OMol25
Level of theory: wB97M-V/def2-TZVPD

Results
SMILES: C=C.CC
E_LUMO: 1.4 eV
Relative energy (zero: lowest compared OMol25 entry of this formula, charge and spin): 1.979 eV
E_HOMO: -10.2679 eV
E_tot: -158.330145 Ha
Charge: 0
Kohn-Sham gap: 11.62 eV

Each line ends with the natural charge from an NBO analysis.
Geometry (Å):
1 C -6.10642 -1.01644 -2.75805  -0.39
2 C -6.22036 -0.12457 -1.78531  -0.38
3 H -6.34427 -2.06203 -2.74382  0.21
4 H -5.46182 -0.61333 -3.54236  0.19
5 H -6.88879 -0.15670 -0.92994  0.18
6 H -5.97038 0.93609 -1.75914  0.19
7 C 4.51357 0.06768 2.40469  -0.62
8 C 4.68922 0.66669 0.98649  -0.61
9 H 5.09722 -0.85050 2.43310  0.21
10 H 3.48529 0.07798 2.74140  0.21
11 H 5.11310 0.68746 3.09417  0.20
12 H 5.15940 1.64583 0.88638  0.20
13 H 5.26468 -0.02374 0.37173  0.20
14 H 3.66957 0.76558 0.60066  0.20

Atoms 1-3, force components in eV/Å:
C 1.8 1.6 0.0
C -2.0 0.8 1.1
H -0.5 -0.1 0.1

***

No. 3
Formula: C4H10
Source: OMol25
Level of theory: wB97M-V/def2-TZVPD

Results
SMILES: CC(C)C
E_LUMO: 1.2 eV
Relative energy (zero: lowest compared OMol25 entry of this formula, charge and spin): 0.980 eV
E_HOMO: -10.7579 eV
E_tot: -158.366867 Ha
Charge: 0
Kohn-Sham gap: 11.95 eV

Each line ends with the natural charge from an NBO analysis.
Geometry (Å):
1 C 0.61925 0.02180 1.29472  -0.63
2 C 0.25188 -0.33463 -0.11794  -0.24
3 C -1.13517 -0.88906 -0.31723  -0.61
4 C 0.32778 0.95253 -1.02248  -0.60
5 H 1.37815 0.84051 1.43088  0.21
6 H -0.04137 0.63700 1.92196  0.21
7 H 0.95670 -0.78701 1.96138  0.21
8 H 1.11300 -0.88034 -0.53975  0.20
9 H -1.29957 -1.10030 -1.38741  0.21
10 H -1.91742 -0.34127 0.18907  0.22
11 H -1.23208 -1.91414 0.07490  0.21
12 H 1.27327 1.49208 -0.90204  0.21
13 H 0.00605 0.55607 -1.97551  0.21
14 H -0.30045 1.74677 -0.61056  0.20

Atoms 1-3, force components in eV/Å:
C 1.1 1.5 2.3
C 0.9 2.5 -0.6
C 0.4 -2.5 -0.2